No. 1
The following is a DFT calculation (ωB97M-V with the def2-TZVPD basis set) of a 2-piece molecular cluster, C8H17N2O5 overall at a distorted geometry.

```
32
Properties=species:S:1:pos:R:3:nbo_charge:R:1
C -2.997 0.215 -0.942 -0.73
C -1.731 0.495 -1.916 0.69
O -1.562 -0.171 -2.974 -0.57
N -0.698 1.529 -1.553 -0.69
C 0.125 0.849 -0.482 -0.25
C 1.672 1.270 -0.494 -0.43
C 2.220 1.867 0.890 -0.43
C 2.373 0.795 2.077 -0.10
O 1.801 -0.511 1.798 -0.49
C 2.720 -1.383 1.181 0.98
O 2.272 -2.171 0.308 -0.57
O 4.117 -1.461 1.469 -0.41
N 4.728 -1.157 0.254 -0.54
H -3.614 -0.649 -1.348 0.30
H -2.628 -0.083 0.110 0.23
H -3.613 1.183 -0.811 0.24
H -1.257 2.266 -1.078 0.35
H 0.082 -0.281 -0.725 0.23
H -0.342 0.947 0.564 0.19
H 1.770 2.121 -1.272 0.23
H 2.376 0.441 -0.878 0.23
H 3.287 2.260 0.673 0.20
H 1.629 2.807 1.210 0.21
H 3.465 0.753 2.451 0.19
H 1.780 1.219 2.975 0.20
H 4.855 -2.020 -0.291 0.36
H 5.612 -0.669 0.441 0.35
C -5.689 -2.055 -0.325 -0.19
O -5.687 -0.723 -0.256 -0.98
H -4.993 -2.527 -1.058 0.06
H -5.425 -2.611 0.602 0.06
H -6.648 -2.547 -0.600 0.07
```

Computed properties:
E_LUMO: 2.18 eV
energy relative to the best compared isomer or geometry (same formula, charge and spin): 37.2 kcal per mole
Kohn-Sham gap: 4.33 eV
charge: -1

---

No. 2
The following is a DFT calculation (ωB97M-V with the def2-TZVPD basis set) of a 2-piece molecular cluster, C9H14OS overall at a distorted geometry.

```
25
Properties=species:S:1:pos:R:3:nbo_charge:R:1
C 0.390 1.685 -2.094 -0.64
C 1.046 0.876 -0.954 -0.05
C 1.403 1.533 0.222 -0.20
C 1.926 0.786 1.262 -0.27
C 2.040 -0.560 1.112 0.32
O 2.740 -1.130 2.114 -0.69
C 1.704 -1.250 -0.074 -0.27
C 1.141 -0.488 -1.054 -0.19
H 0.876 1.601 -3.152 0.21
H 0.398 2.802 -1.990 0.22
H -0.610 1.249 -2.252 0.22
H 1.481 2.539 0.005 0.21
H 2.185 1.253 2.171 0.23
H 2.945 -2.101 2.083 0.49
H 2.016 -2.271 -0.341 0.21
H 0.988 -1.021 -1.901 0.20
C -2.902 -2.049 0.549 -0.71
S -1.804 -0.834 1.311 0.15
C -2.166 0.807 0.534 -0.73
H -2.909 -1.816 -0.515 0.21
H -2.411 -2.993 0.747 0.22
H -3.810 -2.113 0.899 0.19
H -1.328 1.187 -0.041 0.22
H -2.273 1.400 1.398 0.22
H -3.067 0.909 -0.040 0.22
```

Computed properties:
E_LUMO: 0.80 eV
SMILES: Cc1ccc(O)cc1.CSC
energy relative to the best compared isomer or geometry (same formula, charge and spin): 36.9 kcal per mole
Kohn-Sham gap: 8.83 eV

---

No. 3
The following is a DFT calculation (ωB97M-V with the def2-TZVPD basis set) of one molecule with the formula C5H8BN at a distorted geometry.

```
15
Properties=species:S:1:pos:R:3:nbo_charge:R:1
B 0.167 -0.988 -1.969 0.36
C 0.407 0.297 -2.660 -0.57
C 0.180 1.362 -1.837 -0.12
C 0.281 1.450 -0.444 -0.49
C 0.099 0.508 0.490 0.47
N -0.505 -0.208 1.256 -0.40
C -0.362 -1.481 1.973 -0.41
H -0.656 -1.762 -2.250 -0.07
H 0.704 -1.067 -0.919 -0.08
H 0.560 0.518 -3.799 0.23
H 0.031 2.311 -2.311 0.20
H 0.916 2.386 -0.264 0.25
H 0.329 -2.080 1.458 0.20
H 0.054 -1.391 2.915 0.21
H -1.355 -1.975 2.077 0.22
```

Computed properties:
E_LUMO: 0.44 eV
SMILES: B/C=C\C=C=NC
energy relative to the best compared isomer or geometry (same formula, charge and spin): 89.7 kcal per mole
Kohn-Sham gap: 8.27 eV

---

No. 4
The following is a DFT calculation (ωB97M-V with the def2-TZVPD basis set) of C23H17IN3O2ReSe as an isolated structure.

```
48
Properties=species:S:1:pos:R:3:mulliken_spin:R:1
Re 0.094 -0.347 1.100 2.56
C 4.141 -0.888 3.365 0.00
C 4.184 -0.125 2.083 -0.02
N 5.340 0.180 1.548 0.00
C 5.395 0.878 0.395 0.01
C 4.300 1.326 -0.288 0.01
C 4.448 2.112 -1.562 0.00
O 3.884 3.417 -1.464 0.00
C 3.022 1.001 0.253 0.01
C 1.853 1.593 -0.289 -0.05
N 0.622 1.270 0.004 -0.02
C -0.444 2.145 -0.404 -0.01
C -0.584 2.578 -1.711 -0.01
C -1.634 3.427 -2.033 0.00
C -2.540 3.828 -1.066 0.00
C -2.418 3.386 0.246 -0.01
C -1.366 2.551 0.561 0.02
I -1.102 1.802 2.508 -0.01
C 2.967 0.252 1.444 0.11
O 1.834 -0.080 2.023 0.06
H 5.157 -1.079 3.700 0.00
H 3.610 -1.832 3.236 0.00
H 3.604 -0.325 4.130 0.00
H 6.394 1.077 0.022 0.00
H 3.916 1.625 -2.381 0.00
H 5.501 2.153 -1.844 0.00
H 4.449 3.961 -0.904 0.00
H 1.992 2.449 -0.944 0.00
H 0.106 2.238 -2.472 0.00
H -1.751 3.763 -3.054 0.00
H -3.362 4.479 -1.331 0.00
H -3.136 3.687 0.996 0.00
Se -4.234 -0.469 -1.101 0.24
C -2.728 -0.535 -0.271 0.04
N -1.683 -0.567 0.292 -0.12
C 0.660 -2.087 0.419 -0.10
C 0.956 -3.190 -0.030 0.19
C 1.300 -4.466 -0.542 -0.01
C 0.379 -5.172 -1.325 0.03
C 0.721 -6.413 -1.826 -0.01
C 1.972 -6.954 -1.550 0.03
C 2.888 -6.257 -0.771 -0.01
C 2.559 -5.014 -0.265 0.03
H -0.591 -4.740 -1.529 0.00
H 0.013 -6.963 -2.432 0.00
H 2.234 -7.926 -1.945 0.00
H 3.859 -6.685 -0.560 0.00
H 3.261 -4.461 0.344 0.00
```

Computed properties:
expectation value of S²: 3.80
E_LUMO (spin up / spin down): -4.70 / -5.25 eV
energy relative to the best compared isomer or geometry (same formula, charge and spin): 0.0 kcal per mole
Kohn-Sham gap (spin up / spin down): 6.27 / 5.98 eV
charge: +1
2S+1: 4

---

No. 5
The following is a DFT calculation (ωB97M-V with the def2-TZVPD basis set) of one molecule with the formula C3H5NO2.

```
11
Properties=species:S:1:pos:R:3:nbo_charge:R:1
C 1.426 -0.875 -0.410 -0.72
C 0.019 -0.335 -0.541 0.69
O -0.717 -0.598 -1.466 -0.57
N -0.390 0.484 0.510 -0.67
C -1.640 1.082 0.579 0.54
O -1.964 1.798 1.495 -0.56
H 2.057 -0.255 0.234 0.22
H 1.871 -0.944 -1.406 0.25
H 1.382 -1.886 0.009 0.25
H 0.234 0.695 1.277 0.41
H -2.278 0.834 -0.281 0.15
```

Computed properties:
E_LUMO: 0.69 eV
SMILES: CC(=O)NC=O
energy relative to the best compared isomer or geometry (same formula, charge and spin): 0.2 kcal per mole
Kohn-Sham gap: 10.89 eV

---

No. 6
The following is a DFT calculation (ωB97M-V with the def2-TZVPD basis set) of C4H8ClFS as an isolated structure at a distorted geometry.

```
15
Properties=species:S:1:pos:R:3:nbo_charge:R:1
C 1.360 1.033 0.144 -0.43
C 2.313 0.008 -0.500 -0.50
C 0.130 0.107 0.183 -0.49
C -2.553 -0.771 0.249 0.04
H 1.187 1.876 -0.528 0.21
H 1.682 1.423 1.114 0.20
H 2.921 0.375 -1.329 0.21
H 2.955 -0.501 0.222 0.20
H -0.807 0.545 -0.161 0.20
H -0.027 -0.366 1.154 0.19
H -2.533 -0.318 1.238 0.18
H -3.394 -1.456 0.134 0.20
F -1.391 -1.436 0.033 -0.33
S 0.904 -1.049 -1.010 0.16
Cl -2.746 0.530 -0.943 -0.04
```

Computed properties:
E_LUMO: 0.80 eV
Kohn-Sham gap: 9.02 eV

---

No. 7
The following is a DFT calculation (ωB97M-V with the def2-TZVPD basis set) of C45H31N11PSScSe2 as an isolated structure at a distorted geometry.

```
92
Properties=species:S:1:pos:R:3:lowdin_charge:R:1
Sc 0.799 -0.357 0.716 0.74
C -3.079 -4.099 -3.298 -0.05
C -4.037 -3.213 -2.840 -0.09
C -3.753 -2.174 -1.977 -0.01
C -2.461 -2.144 -1.478 -0.10
C -1.902 -1.285 -0.385 -0.17
N -0.525 -1.660 -0.206 0.04
C -0.321 -2.733 -1.115 -0.30
N 0.760 -3.445 -1.154 0.20
C 1.774 -3.325 -0.251 -0.30
C 2.871 -4.269 -0.112 -0.08
C 3.312 -5.502 -0.651 -0.02
C 4.388 -6.172 -0.082 -0.08
C 5.087 -5.724 1.062 -0.07
C 4.673 -4.527 1.563 -0.04
C 3.627 -3.827 0.986 -0.11
C 3.017 -2.569 1.437 -0.22
N 3.335 -1.985 2.558 0.20
C 2.777 -1.027 3.201 -0.31
N 1.593 -0.399 2.814 0.04
C 1.070 0.234 3.830 -0.28
N -0.110 0.913 3.994 0.21
C -1.003 0.907 3.016 -0.24
N -1.011 0.316 1.806 0.02
C -2.194 0.399 1.184 -0.34
N -2.606 -0.279 0.166 0.19
C -3.014 1.341 2.047 -0.09
C -4.380 1.697 1.988 0.00
C -4.891 2.422 3.043 -0.09
C -4.163 2.618 4.205 -0.10
C -2.857 2.262 4.335 -0.01
C -2.332 1.633 3.187 -0.08
C 1.996 0.240 4.958 -0.09
C 1.890 0.697 6.276 0.00
C 2.887 0.308 7.156 -0.09
C 3.975 -0.374 6.707 -0.10
C 4.057 -0.904 5.447 0.00
C 3.079 -0.557 4.536 -0.09
N 1.796 -2.367 0.688 0.06
C -1.464 -3.012 -1.901 -0.12
C -1.753 -3.961 -2.856 0.01
H -3.328 -4.904 -4.011 0.12
H -5.040 -3.325 -3.229 0.10
H -4.459 -1.329 -1.649 0.14
H 2.772 -5.857 -1.499 0.10
H 4.662 -7.151 -0.605 0.12
H 5.769 -6.343 1.595 0.10
H 5.230 -4.100 2.382 0.11
H -4.977 1.498 1.067 0.11
H -5.984 2.613 3.078 0.12
H -4.679 3.115 5.058 0.12
H -2.379 2.260 5.314 0.12
H 0.978 1.211 6.487 0.10
H 2.761 0.532 8.231 0.12
H 4.632 -0.594 7.526 0.10
H 4.889 -1.523 5.179 0.11
H -1.024 -4.586 -3.214 0.09
Se 0.461 0.482 -4.234 0.36
P -0.558 1.803 -2.859 0.25
Se -0.030 2.044 -0.716 0.48
C -2.282 1.565 -3.015 -0.44
C -3.182 1.695 -2.008 -0.13
C -4.581 1.554 -2.129 -0.07
C -5.080 1.170 -3.347 -0.08
C -4.192 0.984 -4.431 -0.07
C -2.836 1.236 -4.286 -0.09
C -0.210 3.524 -3.391 -0.43
C -0.759 4.548 -2.684 -0.14
C -0.271 5.849 -2.806 -0.07
C 0.710 6.217 -3.720 -0.08
C 1.196 5.179 -4.496 -0.08
C 0.731 3.842 -4.363 -0.11
H -2.728 1.863 -1.028 0.04
H -5.198 1.650 -1.258 0.09
H -6.093 0.851 -3.472 0.10
H -4.577 0.611 -5.365 0.10
H -2.214 1.138 -5.166 0.07
H -1.402 4.403 -1.859 0.08
H -0.722 6.595 -2.189 0.10
H 1.108 7.196 -3.737 0.09
H 1.970 5.408 -5.256 0.11
H 1.223 3.094 -4.947 0.04
N 1.949 -0.525 -1.328 -0.06
N 2.610 0.626 -1.778 -0.10
C 3.261 1.399 -0.866 -0.90
N 3.908 2.488 -1.327 0.10
S 3.308 1.106 0.779 0.72
H 2.555 -1.356 -1.414 0.12
H 1.235 -0.761 -2.041 0.01
H 2.325 0.862 -2.702 0.00
H 3.706 2.827 -2.254 0.11
H 3.929 3.223 -0.619 0.10
```

Computed properties:
E_LUMO (spin up / spin down): -1.53 / -1.72 eV
energy relative to the best compared isomer or geometry (same formula, charge and spin): 41.7 kcal per mole
Kohn-Sham gap (spin up / spin down): 5.08 / 4.66 eV